1.
Density functional theory data (wB97M-V/def2-TZVPD) for a structure of composition C33H77N11O11.

XYZ file:
```
132
Properties=species:S:1:pos:R:3:lowdin_charge:R:1
C -0.164 2.166 -1.028 -0.25
H -0.437 -4.820 -0.599 0.10
C -2.191 -1.959 3.251 -0.01
C 2.093 4.768 0.851 -0.01
O -1.663 -0.556 -1.291 -0.24
O 1.528 -4.902 2.659 -0.01
H 1.082 -4.116 -2.139 0.12
C -5.740 -0.792 0.983 -0.04
H -2.809 -1.871 -2.312 0.14
H -1.981 0.917 3.584 0.07
H 1.340 1.389 0.387 -0.03
N 3.486 1.479 -2.948 -0.13
H -0.813 -2.388 2.276 0.01
H -3.298 0.332 0.651 0.07
C 0.494 -3.287 -2.534 -0.04
H -0.276 0.777 5.157 0.10
C 0.228 2.178 2.091 -0.06
H 1.226 2.405 0.060 0.03
H -3.086 -1.106 -0.454 0.13
H 0.814 -2.646 2.769 0.11
N -1.248 2.044 -0.247 -0.02
C 4.437 2.492 -3.413 -0.03
H -0.225 3.044 1.609 0.06
O -1.963 2.894 4.866 0.07
O 3.377 2.153 2.981 0.04
H 0.151 -3.030 -4.888 0.15
H 7.125 1.227 0.244 0.08
H -6.127 -0.609 -0.019 0.08
O 2.953 -0.045 -1.362 -0.07
H 1.848 5.463 1.654 0.09
O 0.585 3.193 -0.956 -0.06
H 2.447 2.073 -4.570 0.10
H 0.978 -5.642 0.817 0.12
H -1.349 1.468 -4.083 0.11
H -0.609 -3.138 -0.802 0.02
C -1.381 2.865 3.842 -0.45
H -0.095 1.298 1.535 0.08
C -0.717 -3.920 -0.051 -0.11
H 4.517 2.234 -4.469 0.09
H 4.791 0.622 -1.568 0.14
H 5.439 2.307 -3.026 0.09
H 6.356 2.764 0.523 0.08
C 0.726 -0.608 -1.679 -0.10
C -0.804 0.571 -3.788 0.01
H 2.372 1.340 0.785 0.03
H -2.847 -2.371 -4.499 0.10
H -1.916 -4.408 -1.420 0.07
O -1.159 -0.521 1.355 -0.20
H -2.760 -4.374 -3.003 0.13
C 0.971 -4.826 1.556 -0.31
H 5.962 1.821 -0.854 0.03
H 1.309 2.229 1.963 0.07
H 0.475 -1.663 1.284 0.07
C -2.224 -1.499 -4.698 -0.04
O -5.069 -1.784 4.038 -0.04
C 2.250 2.364 0.430 -0.31
H 2.355 0.109 0.188 0.04
H -2.260 -2.904 -2.068 0.04
H -1.951 0.565 -1.549 0.05
H 3.544 1.860 -0.360 0.07
C 5.423 -0.293 1.619 -0.28
C 0.294 0.978 4.250 0.04
H 0.053 1.270 -1.630 0.08
C 3.750 0.676 -1.921 -0.31
N 0.372 -0.411 -0.311 -0.01
C 2.155 1.719 -3.581 0.01
H 2.958 4.113 3.290 0.16
H -2.912 -0.975 -5.361 0.10
N -0.823 -3.635 -3.170 -0.08
H -0.059 -0.997 -2.328 0.08
C -0.831 -0.746 0.143 -0.37
H -1.691 0.264 2.124 -0.03
N 5.157 0.846 0.823 -0.08
H 1.334 1.246 4.436 0.09
C -1.989 -3.911 -2.387 -0.04
H -2.319 -0.952 1.147 -0.02
H -5.206 -3.311 1.661 0.14
H -2.823 3.275 0.399 0.11
H -1.368 -1.385 -0.575 0.06
H 2.760 5.430 0.298 0.09
N -1.728 -0.651 -3.551 -0.04
C -0.801 -3.424 -4.499 -0.35
H -1.361 -1.780 -5.302 0.07
C -4.411 -0.758 3.769 -0.30
H 0.059 0.098 3.650 0.07
H 1.194 4.618 0.254 0.07
H -3.169 1.030 2.148 0.11
H 1.103 -0.058 1.522 0.15
N -0.358 2.099 3.458 -0.13
H -1.786 2.738 1.658 0.03
C -4.293 -2.766 1.377 -0.25
H -5.637 0.234 1.337 0.08
H -1.191 4.067 0.705 0.11
N -3.122 -0.780 3.304 -0.08
H 0.289 -2.508 -1.800 0.03
H -1.870 -2.020 2.211 0.03
H -4.989 0.177 3.834 0.14
H -1.590 3.544 3.001 0.12
C -1.769 3.144 0.647 -0.01
H 1.703 0.767 -3.861 0.07
H -6.460 -1.311 1.616 0.09
H 2.983 0.371 0.494 0.03
H -3.232 1.266 -0.643 0.15
C 6.162 1.737 0.214 -0.06
H -2.125 0.247 0.255 0.03
C -2.539 0.417 2.792 -0.09
C 1.336 0.308 0.522 -0.06
H 1.616 2.296 -2.830 0.09
H -0.258 0.903 -2.906 0.01
H -0.120 0.340 -4.605 0.09
N 0.164 -3.806 1.106 -0.10
C 2.979 3.252 2.605 -0.25
H -2.618 -2.947 3.420 0.12
N 2.447 3.453 1.364 -0.09
H 4.068 3.502 -3.236 0.10
H -1.694 -3.710 0.383 0.07
H -1.310 -1.784 3.869 0.11
N -4.413 -1.442 1.004 -0.11
H 4.462 -0.423 2.140 0.14
C -2.188 0.965 -0.563 -0.09
C -3.221 -0.752 0.568 -0.12
H 2.760 2.265 -0.528 0.12
H 1.146 0.323 -2.059 0.05
O -1.768 -3.564 -5.282 -0.09
H 3.339 1.884 1.352 0.07
O -3.207 -3.391 1.348 -0.07
O 6.538 -0.816 1.755 -0.01
C -2.109 -1.021 -2.314 -0.27
H 1.206 -2.632 -3.037 0.09
C 0.193 -2.530 1.881 -0.01
C 3.644 1.237 0.529 -0.21
H 1.616 -1.237 -1.711 0.11
```

Kohn-Sham gap, eV: 7.44

2.
Density functional theory data (wB97M-V/def2-TZVPD) for a cluster of 11 separate species, C33H77N11O11 in total.

XYZ file:
```
132
Properties=species:S:1:pos:R:3:lowdin_charge:R:1
H 1.525 -4.460 5.822 0.10
C -3.611 1.719 5.161 -0.09
C 0.633 -0.247 -4.769 -0.10
N 0.060 -0.694 0.368 -0.16
N 3.874 4.013 1.105 -0.18
H -6.186 3.017 -2.856 0.09
H 2.302 5.897 -4.542 0.09
H -3.987 1.726 -5.656 0.10
H -0.474 -2.167 1.776 0.04
H 5.005 -0.096 0.410 0.07
H -1.329 -0.406 -1.095 0.12
N 1.625 -4.701 0.437 -0.16
H -5.172 4.050 -3.938 0.09
H 0.125 -2.351 8.071 0.09
H -0.018 -4.374 5.048 0.08
H 2.550 -6.151 1.547 0.13
C 6.727 -0.898 2.810 -0.35
O -3.462 0.401 -2.534 -0.01
C 7.670 -0.571 0.555 -0.04
H 5.776 -1.060 3.341 0.13
H 0.612 5.713 -4.862 0.08
C 2.935 4.229 2.188 -0.06
H 7.494 0.349 -0.011 0.09
H 1.485 0.605 1.331 0.08
H 0.201 0.624 -4.285 0.06
C 0.527 -4.024 5.920 -0.03
H 3.337 4.824 3.006 0.09
H -5.180 1.324 -1.920 0.12
H -1.809 -1.538 0.764 0.05
H 4.534 -1.526 1.471 0.08
O -1.313 0.338 -7.744 0.01
H -0.888 1.239 -5.959 0.11
C 1.355 -0.414 0.960 -0.04
H -3.794 1.760 4.088 0.07
H 0.022 -1.818 -7.651 0.09
C -2.409 -3.162 -2.403 -0.33
C -4.358 1.222 -2.642 -0.31
C 2.612 -5.588 0.599 -0.37
O 7.768 -0.666 3.392 0.00
H -3.435 -0.524 0.428 0.07
O 4.952 2.593 -0.322 0.01
C 4.320 2.815 0.693 -0.35
O -0.242 3.374 -4.788 0.00
N -2.592 -2.408 -3.493 -0.15
H 1.714 -0.099 -4.844 0.10
C 0.519 -1.763 -6.681 -0.03
H -2.941 -0.101 7.090 0.09
H -4.494 1.287 5.630 0.09
C 0.931 -2.061 7.392 -0.06
H 0.975 6.443 -3.398 0.09
H -1.091 -1.451 -4.574 0.06
H 0.946 -3.040 -0.742 0.07
O 0.560 0.148 -1.664 0.00
H -3.710 2.776 5.440 0.09
H -3.956 -1.969 -5.053 0.09
H -4.636 -1.878 0.525 0.10
C -2.215 0.687 6.913 -0.03
C -0.250 -0.336 -0.888 -0.35
O 3.557 -5.800 -0.141 0.00
H -6.269 1.187 2.578 0.13
H -2.369 1.551 7.566 0.10
H -0.077 -3.796 1.434 0.05
C 2.394 4.101 -2.469 -0.04
H -3.247 3.217 -4.914 0.09
H 2.257 -3.857 -1.381 0.09
H 1.091 -4.651 2.490 0.07
H -1.123 -0.898 -2.987 0.05
C 4.290 5.265 0.472 -0.05
N -4.965 -0.172 1.720 -0.19
H -4.834 -0.208 3.815 0.06
N 0.124 -0.464 -6.126 -0.19
H 1.154 -0.773 5.328 0.12
N 1.402 4.325 -3.511 -0.19
N 6.592 -0.888 1.462 -0.20
H 0.281 -2.585 -6.013 0.09
H -3.507 -0.930 2.748 0.08
O -0.083 1.230 5.170 0.00
C -1.804 -1.206 -3.775 -0.06
H -2.897 -4.149 -2.483 0.13
H 0.951 2.368 -3.494 0.12
H 8.606 -0.335 1.056 0.09
H 3.849 2.004 1.276 0.12
C 1.353 5.663 -4.061 -0.05
H 0.026 -4.350 6.829 0.08
H 1.698 -1.118 1.715 0.07
H -4.195 -3.506 -4.238 0.08
H 7.738 -1.431 -0.113 0.09
H -4.937 -0.410 -0.404 0.07
H -1.473 1.732 3.762 0.14
H 1.964 4.610 1.870 0.09
C -4.575 -0.813 2.954 -0.05
C 0.880 -1.783 4.987 -0.32
C 1.341 -4.055 -0.825 -0.04
H -2.501 -0.465 -4.154 0.07
H 3.406 5.908 0.423 0.08
H 0.935 -0.978 7.504 0.08
H -2.628 1.630 -4.523 0.06
H 4.717 5.254 -0.524 0.08
H -4.997 -1.814 3.085 0.09
H 2.197 4.809 -1.661 0.08
H -1.059 -0.464 1.997 0.09
C -0.748 0.403 -6.667 -0.35
C -3.534 2.177 -4.772 -0.03
C -3.440 -2.820 -4.620 -0.03
C -1.223 1.417 4.787 -0.33
H 2.449 3.094 -2.062 0.09
H 1.886 -2.458 7.742 0.09
C 0.608 -4.634 1.517 -0.03
H -6.235 2.738 -4.568 0.09
C 5.284 -1.062 0.837 -0.05
N -4.469 2.104 -3.650 -0.18
N 0.680 -2.578 6.059 -0.19
H 0.497 -1.071 -4.069 0.07
H -1.204 0.358 7.137 0.07
H 0.603 -4.599 -1.415 0.09
C -5.576 3.057 -3.758 -0.05
H -0.046 -5.509 1.439 0.09
C -5.858 0.853 1.613 -0.33
O -6.184 1.324 0.539 0.00
C -4.486 -0.799 0.500 -0.03
H 4.923 5.815 1.174 0.09
N -2.324 1.159 5.536 -0.18
O -1.802 -2.843 -1.388 -0.01
H 2.046 -0.513 0.117 0.08
C 0.623 3.325 -3.926 -0.33
H 5.455 -1.735 -0.008 0.09
H 1.573 -1.675 -6.953 0.09
O 0.698 -2.067 3.808 0.00
C -0.895 -1.289 1.294 -0.06
H 3.353 4.331 -2.940 0.09
H 2.714 3.236 2.592 0.08
H -2.757 -3.321 -5.307 0.09
```

Kohn-Sham gap, eV: 8.96
SMILES: CN(C)C=O.CN(C)C=O.CN(C)C=O.CN(C)C=O.CN(C)C=O.CN(C)C=O.CN(C)C=O.CN(C)C=O.CN(C)C=O.CN(C)C=O.CN(C)C=O

Here are the energies relative to the best structure, in eV: 1 55.628; 2 0.000.

1.
Density functional theory data (wB97M-V/def2-TZVPD) for an isolated molecule of C4H3NO2.

XYZ file:
```
10
Properties=species:S:1:pos:R:3:nbo_charge:R:1
O -1.574 -0.345 0.025 -0.37
N -0.886 -1.534 0.084 -0.02
C 0.199 1.169 -0.169 -0.36
C 1.071 -0.116 -0.079 0.48
O 2.284 -0.124 0.161 -0.53
H 0.910 -2.312 -0.243 0.21
C 0.280 -1.369 -0.126 -0.05
H 0.729 2.051 -0.056 0.23
H -1.893 1.592 0.372 0.22
C -1.120 0.988 0.030 0.18
```

Kohn-Sham gap, eV: 10.06
SMILES: O=c1cconc1

2.
Density functional theory data (wB97M-V/def2-TZVPD) for an isolated molecule of C4H3NO2.

XYZ file:
```
10
Properties=species:S:1:pos:R:3:nbo_charge:R:1
N 0.286 -1.148 -0.516 -0.51
H -2.190 1.084 0.404 0.22
H -1.661 -0.844 -1.175 0.22
O 1.458 0.808 -0.213 -0.61
O -0.356 0.873 1.338 -0.48
H 2.330 -1.046 -0.551 0.17
C -1.243 0.564 0.305 0.02
C 1.394 -0.487 -0.459 0.42
C 0.891 0.655 1.362 0.56
C -0.910 -0.459 -0.495 -0.04
```

Kohn-Sham gap, eV: 10.11

3.
Density functional theory data (wB97M-V/def2-TZVPD) for an isolated molecule of C4H3NO2.

XYZ file:
```
10
Properties=species:S:1:pos:R:3:nbo_charge:R:1
H 0.352 1.915 0.053 0.23
O 1.261 -2.354 -0.882 -0.32
C 0.232 0.827 0.046 0.12
O -1.428 -0.191 -0.930 -0.67
C -1.125 0.239 0.236 0.47
C 1.368 0.084 -0.296 -0.58
H 2.354 0.527 -0.430 0.29
H -2.611 -0.111 1.391 0.35
N -1.677 0.318 1.394 -0.78
C 1.274 -1.254 -0.582 0.90
```

Kohn-Sham gap (spin up / spin down), eV: 7.30 / 7.30

Here are the energies relative to the best structure, in eV: 1 0.366; 2 1.279; 3 0.000.

1.
Density functional theory data (wB97M-V/def2-TZVPD) for an isolated molecule of C4H3NO2.

XYZ file:
```
10
Properties=species:S:1:pos:R:3:nbo_charge:R:1
H 2.184 1.356 0.945 0.25
H 1.122 0.672 2.326 0.25
C -0.354 -0.247 -0.399 -0.24
C 1.268 0.869 1.266 -0.44
C -1.635 0.055 -1.078 0.41
H -2.021 -0.811 -1.653 0.13
O -2.222 1.109 -1.023 -0.49
C 0.356 0.503 0.419 0.25
N 0.129 -1.608 -0.660 0.15
O 1.174 -1.898 -0.143 -0.27
```

Kohn-Sham gap, eV: 8.35
SMILES: C=C=C(C=O)N=O

2.
Density functional theory data (wB97M-V/def2-TZVPD) for an isolated molecule of C4H3NO2.

XYZ file:
```
10
Properties=species:S:1:pos:R:3:nbo_charge:R:1
C -1.085 0.696 -0.015 -0.14
C -0.999 -0.747 -0.457 0.06
H -1.048 1.367 -0.890 0.19
C 0.886 -0.236 0.380 0.09
C 2.209 -0.143 0.343 0.65
H -1.953 0.954 0.598 0.21
O 3.376 -0.081 0.406 -0.42
H -1.788 -1.299 -0.959 0.20
N 0.158 -1.251 -0.255 -0.37
O 0.094 0.833 0.770 -0.48
```

Kohn-Sham gap, eV: 8.67
SMILES: O=C=C1N=CCO1

Here are the energies relative to the best structure, in eV: 1 2.203; 2 0.000.

1.
Density functional theory data (wB97M-V/def2-TZVPD) for a cluster of 2 separate species, C9H11O3 in total.

XYZ file:
```
23
Properties=species:S:1:pos:R:3:nbo_charge:R:1
H 2.876 -1.976 3.258 0.22
H -2.133 -0.438 -2.841 0.20
C -3.204 1.332 -0.966 -0.63
H -3.794 0.463 -0.539 0.21
O 0.325 -1.167 1.582 -0.76
C 0.809 0.004 -1.295 0.30
H -0.877 1.786 0.876 0.22
H 0.269 -1.065 -3.075 0.20
H -3.511 1.810 -1.881 0.20
C 1.474 -1.449 1.956 0.74
H 1.720 -1.023 4.321 0.18
H 2.712 -0.199 2.927 0.22
C -1.457 -0.049 -2.102 -0.24
C -0.838 1.218 -0.144 -0.19
H 1.335 1.169 0.269 0.22
O 2.331 -1.665 1.064 -0.85
C 0.482 0.869 -0.332 -0.21
H -3.373 2.121 -0.246 0.20
O 2.068 -0.117 -1.638 -0.72
H 2.477 -0.783 -1.137 0.51
C 2.178 -1.162 3.269 -0.74
C -0.104 -0.432 -2.261 -0.23
C -1.764 0.753 -1.065 -0.06
```

Net charge: -1
Kohn-Sham gap, eV: 7.30

2.
Density functional theory data (wB97M-V/def2-TZVPD) for a cluster of 2 separate species, C9H11O3 in total.

XYZ file:
```
23
Properties=species:S:1:pos:R:3:nbo_charge:R:1
C 1.209 -1.349 -1.820 -0.10
C -1.122 1.734 2.411 0.77
O -2.132 0.149 -0.479 -0.76
C -0.278 -1.131 -0.032 -0.29
H -0.229 2.060 4.413 0.20
H 0.369 -1.026 -3.849 0.20
C -1.207 -0.610 -0.944 0.36
C -0.907 2.715 3.585 -0.67
O -1.589 0.711 2.966 -0.75
H -0.582 3.578 3.364 0.16
H 2.879 -2.580 -1.611 0.20
H 2.827 -1.133 -3.012 0.21
C 0.266 -0.988 -2.800 -0.23
H -1.855 2.882 4.146 0.21
C 2.687 -1.490 -1.907 -0.63
C -0.925 -0.703 -2.351 -0.28
H -1.638 -0.235 -2.943 0.20
C 0.954 -1.550 -0.508 -0.20
H -0.616 -1.031 0.923 0.23
O -1.131 1.970 1.157 -0.78
H 1.514 -2.139 0.209 0.20
H -1.651 1.065 0.103 0.54
H 3.156 -0.898 -1.024 0.22
```

Net charge: -1
Kohn-Sham gap, eV: 7.54

Here are the energies relative to the best structure, in eV: 1 0.000; 2 1.354.